(1)
Entry from OMol25: 2 unconnected molecules or ions with the total composition C4H9NO (ωB97M-V with the def2-TZVPD basis set).

Last column: natural (NBO) charge in e.
CARTESIAN COORDINATES (ANGSTROEM)
N: 1.275 -0.612 1.744  -0.377
O: 2.324 -0.084 1.066  -0.737
H: 0.412 -0.602 1.155  0.393
H: 1.476 -1.594 2.022  0.360
H: 1.085 -0.067 2.608  0.362
C: -1.756 -0.427 0.173  -0.443
C: -0.894 0.117 -0.653  0.016
C: 0.314 0.024 -1.472  -0.471
C: -0.451 1.329 -1.344  -0.450
H: -1.716 -1.472 0.447  0.194
H: -2.577 0.141 0.583  0.205
H: 0.259 -0.514 -2.408  0.222
H: 1.277 -0.043 -0.978  0.274
H: -0.002 2.118 -0.758  0.229
H: -1.027 1.685 -2.186  0.222

Forces on atoms 1 to 2 (eV/Å):
-0.4 -0.2 0.2
0.5 0.3 -0.3

The value obtained for the energy relative to the best compared isomer or geometry (same formula, charge and spin) is 123.8 kcal per mole. The structure (SMILES) is [NH3+][O-].C=C1CC1. The calculation puts the molar mass at 87.12 g/mol. For the LUMO energy, the calculation gives 0.66 eV. The calculation puts the total energy at -7826.9533 eV. As for the net charge: 0. The calculation puts the highest occupied orbital energy at -0.3130 Ha.

(2)
Entry from OMol25: a single C5H14N2O molecule (ωB97M-V with the def2-TZVPD basis set).

Last column: natural (NBO) charge in e.
CARTESIAN COORDINATES (ANGSTROEM)
C: 0.834 1.343 0.485  -0.428
N: -0.342 0.500 0.326  -0.466
C: -0.565 -0.505 1.400  -0.233
C: 0.668 -1.254 1.872  -0.249
N: 1.157 -2.325 0.951  -0.901
C: -0.539 0.051 -1.089  -0.239
C: -1.149 1.325 -1.783  -0.071
O: -0.503 1.282 -3.079  -0.744
H: 1.826 0.821 0.572  0.169
H: 0.586 2.084 1.287  0.204
H: 0.861 1.898 -0.448  0.205
H: -1.180 0.046 2.143  0.198
H: -1.195 -1.255 0.879  0.192
H: 0.581 -1.632 2.889  0.193
H: 1.471 -0.482 1.977  0.189
H: 0.579 -3.136 0.993  0.386
H: 1.812 -1.981 0.285  0.390
H: -1.174 -0.825 -1.270  0.201
H: 0.439 -0.145 -1.591  0.183
H: -2.229 1.219 -1.871  0.167
H: -0.956 2.265 -1.247  0.188
H: -0.982 0.707 -3.683  0.467

Forces on atoms 1 to 2 (eV/Å):
-0.7 0.3 -0.3
0.0 -1.8 0.0

The value obtained for the energy relative to the best compared isomer or geometry (same formula, charge and spin) is 77.1 kcal per mole. The structure (SMILES) is CN(CCN)CCO. The calculation puts the molar mass at 118.18 g/mol. For the LUMO energy, the calculation gives 0.93 eV. The calculation puts the total energy at -10437.6825 eV. As for the net charge: 0. The calculation puts the highest occupied orbital energy at -0.2953 Ha.

(3)
Entry from OMol25: 10 unconnected molecules or ions with the total composition C20H60O16 (ωB97M-V with the def2-TZVPD basis set).

Last column: Löwdin charge in e.
CARTESIAN COORDINATES (ANGSTROEM)
O: -0.639 3.087 4.075  -0.065
C: -0.245 1.734 4.088  -0.255
C: -1.109 0.774 3.324  -0.301
O: -2.460 0.897 3.492  -0.040
H: -1.534 3.040 4.553  0.134
H: 0.758 1.587 3.801  0.085
H: -0.283 1.330 5.077  0.112
H: -0.785 -0.194 3.634  0.100
H: -0.868 0.820 2.201  0.134
H: -2.843 1.552 2.897  0.063
O: -5.048 -3.269 -0.892  -0.113
C: -4.817 -2.281 -1.956  -0.187
C: -5.657 -1.016 -1.600  -0.228
O: -5.342 -0.610 -0.295  -0.093
H: -5.031 -4.223 -1.195  0.076
H: -3.813 -1.936 -1.846  0.075
H: -4.995 -2.711 -2.941  0.125
H: -6.737 -1.104 -1.768  0.121
H: -5.263 -0.238 -2.263  0.124
H: -5.501 -1.459 0.234  0.123
O: -1.618 3.804 -0.420  -0.043
C: -2.732 2.996 -0.232  -0.288
C: -3.462 3.565 0.892  -0.276
O: -2.925 3.391 2.173  -0.056
H: -0.979 3.177 -0.781  0.054
H: -3.441 3.138 -1.101  0.138
H: -2.517 1.894 -0.102  0.126
H: -4.457 3.090 0.898  0.128
H: -3.688 4.645 0.681  0.141
H: -2.103 3.874 2.257  0.078
O: 4.986 -1.482 3.803  -0.108
C: 3.658 -1.971 4.127  -0.195
C: 2.643 -1.216 3.277  -0.244
O: 2.931 0.122 2.986  -0.099
H: 5.061 -1.399 2.809  0.062
H: 3.653 -3.042 4.034  0.113
H: 3.517 -1.797 5.183  0.112
H: 1.672 -1.237 3.777  0.113
H: 2.561 -1.693 2.306  0.110
H: 3.862 0.297 3.309  0.128
O: -1.299 -0.691 -2.270  -0.095
C: -0.365 0.446 -2.314  -0.201
C: 0.422 0.682 -1.034  -0.255
O: 0.835 2.013 -1.233  -0.103
H: -1.671 -0.684 -1.390  -0.013
H: 0.343 0.249 -3.115  0.106
H: -0.895 1.394 -2.642  0.134
H: 1.300 -0.068 -0.923  0.142
H: -0.247 0.603 -0.127  0.110
H: 1.226 2.304 -0.400  0.041
O: 5.519 -0.395 -2.316  -0.064
C: 4.929 -1.288 -1.469  -0.263
C: 4.675 -0.733 -0.041  -0.177
O: 5.052 -1.678 0.957  -0.090
H: 4.943 0.315 -2.631  0.047
H: 4.016 -1.630 -1.972  0.124
H: 5.570 -2.115 -1.353  0.101
H: 3.662 -0.398 0.265  0.114
H: 5.407 0.060 0.050  0.118
H: 5.912 -1.997 0.742  0.081
C: -1.465 -2.480 0.292  -0.060
C: -2.475 -1.584 1.002  -0.280
O: -2.538 -0.436 0.192  -0.133
H: -1.845 -2.608 -0.736  0.060
H: -1.338 -3.437 0.827  0.086
H: -0.506 -1.991 0.143  0.069
H: -2.042 -1.313 1.967  0.091
H: -3.426 -2.049 1.146  0.103
H: -3.506 -0.288 0.068  0.077
C: -2.546 -4.793 -2.995  -0.073
C: -2.877 -5.819 -1.932  -0.245
O: -4.351 -6.023 -1.957  -0.094
H: -1.537 -4.457 -3.115  0.068
H: -3.125 -3.876 -2.739  0.049
H: -2.819 -5.201 -4.019  0.102
H: -2.620 -5.393 -0.975  0.095
H: -2.448 -6.803 -2.013  0.103
H: -4.639 -6.362 -1.144  0.047
C: 4.069 2.976 -4.390  -0.095
C: 3.696 1.532 -4.525  -0.303
O: 3.355 0.869 -3.278  -0.106
H: 4.553 3.374 -5.402  0.124
H: 4.862 3.129 -3.652  0.074
H: 3.170 3.551 -4.198  0.069
H: 4.460 0.917 -5.031  0.124
H: 2.874 1.472 -5.209  0.098
H: 2.795 1.498 -2.780  0.088
C: 1.517 4.577 1.523  -0.051
C: 2.515 3.455 1.945  -0.215
O: 2.166 2.215 1.238  -0.107
H: 1.349 4.522 0.467  0.060
H: 2.026 5.477 1.750  0.056
H: 0.534 4.571 1.993  0.063
H: 2.570 3.228 2.977  0.091
H: 3.518 3.806 1.581  0.119
H: 2.326 1.422 1.700  0.006

Forces on atoms 1 to 2 (eV/Å):
-2.0 -0.2 0.9
-1.0 -0.5 0.6

The value obtained for the energy relative to the best compared isomer or geometry (same formula, charge and spin) is 34.7 kcal per mole. The structure (SMILES) is OCCO.OCCO.OCCO.OCCO.OCCO.OCCO.CCO.CCO.CCO.CCO. The calculation puts the molar mass at 556.68 g/mol. For the LUMO energy, the calculation gives 0.57 eV. The calculation puts the total energy at -54468.3378 eV. As for the net charge: 0. The calculation puts the highest occupied orbital energy at -0.3543 Ha.

(4)
Entry from OMol25: a gas-phase ion, C7H10N3 (charge +1) (ωB97M-V with the def2-TZVPD basis set).

Last column: natural (NBO) charge in e.
CARTESIAN COORDINATES (ANGSTROEM)
C: 2.363 0.296 0.757  -0.429
C: 1.700 -0.799 1.020  -0.014
C: 1.886 1.209 -0.313  0.162
C: -1.843 0.715 1.156  0.278
C: -0.600 0.782 -0.786  0.042
C: -0.742 -0.715 -0.239  0.296
C: -0.510 -1.754 -1.257  -0.689
N: 0.801 1.318 -0.976  -0.450
N: -1.403 1.518 0.146  -0.527
N: -1.488 -0.544 0.902  -0.502
H: 3.420 0.448 1.205  0.267
H: 1.736 -1.694 1.583  0.196
H: 2.595 2.066 -0.441  0.200
H: -2.349 0.907 2.065  0.250
H: -0.952 0.822 -1.773  0.219
H: 0.574 -1.768 -1.432  0.271
H: -0.909 -1.323 -2.260  0.258
H: -1.054 -2.648 -1.075  0.251
H: -1.388 2.573 0.303  0.462
H: -1.836 -1.408 1.414  0.459

Forces on atoms 1 to 2 (eV/Å):
0.8 -0.7 0.1
0.4 0.5 0.0

The value obtained for the energy relative to the best compared isomer or geometry (same formula, charge and spin) is 68.2 kcal per mole. The calculation puts the molar mass at 136.18 g/mol. For the LUMO energy (alpha / beta), the calculation gives -3.62 / -5.19 eV. The multiplicity is 3. The calculation puts the total energy at -11878.7960 eV. As for the net charge: +1. The calculation puts the highest occupied orbital energy (alpha / beta) at -0.4118 / -0.4755 Ha.

(5)
Entry from OMol25: a molecular structure, C30H38N9S2Sn (ωB97M-V with the def2-TZVPD basis set).

Last column: Löwdin charge in e.
CARTESIAN COORDINATES (ANGSTROEM)
Sn: 1.199 -0.879 -1.750  1.353
N: -1.850 -0.182 -3.257  0.022
N: -2.519 -1.276 -3.819  -0.058
C: -2.058 -2.525 -3.703  -0.788
N: -2.758 -3.522 -4.225  0.154
S: -0.599 -2.890 -2.907  0.702
H: -2.344 0.155 -2.431  0.104
H: -1.811 0.576 -3.936  0.113
H: -3.428 -1.132 -4.261  0.180
H: -3.615 -3.384 -4.740  0.145
H: -2.409 -4.467 -4.151  0.127
C: -2.673 -4.360 3.521  -0.021
C: -1.763 -3.220 4.017  -0.552
C: -2.624 -2.207 4.769  -0.048
C: -0.703 -3.787 4.970  -0.022
C: -1.072 -2.638 2.792  -0.106
C: -0.228 -3.429 2.012  0.039
C: 0.363 -2.899 0.883  -0.104
N: 0.164 -1.648 0.497  -0.011
C: -0.617 -0.846 1.225  -0.191
C: -1.250 -1.318 2.373  0.092
C: -0.757 0.552 0.739  -0.181
C: -1.437 1.550 1.438  0.097
C: -1.510 2.846 0.927  -0.113
C: -0.856 3.084 -0.284  0.028
C: -0.222 2.047 -0.927  -0.121
N: -0.185 0.821 -0.432  0.002
C: -2.260 3.978 1.603  -0.553
C: -3.311 4.493 0.605  -0.022
C: -1.238 5.080 1.922  -0.020
C: -2.967 3.575 2.895  -0.044
H: -3.112 -4.859 4.381  0.103
H: -2.115 -5.092 2.948  0.082
H: -3.483 -3.981 2.903  0.095
H: -3.096 -2.689 5.623  0.102
H: -3.421 -1.812 4.144  0.090
H: -2.022 -1.391 5.162  0.094
H: -1.191 -4.160 5.867  0.102
H: 0.007 -3.023 5.275  0.097
H: -0.153 -4.603 4.511  0.085
H: -0.014 -4.453 2.269  0.130
H: 1.022 -3.491 0.259  0.120
H: -1.879 -0.655 2.939  0.109
H: -1.905 1.326 2.380  0.113
H: -0.839 4.060 -0.739  0.127
H: 0.271 2.183 -1.881  0.113
H: -2.856 4.830 -0.322  0.080
H: -3.846 5.330 1.042  0.103
H: -4.037 3.717 0.371  0.096
H: -0.752 5.450 1.024  0.083
H: -0.472 4.715 2.602  0.098
H: -1.742 5.912 2.404  0.103
H: -3.715 2.805 2.721  0.093
H: -3.487 4.441 3.299  0.103
H: -2.262 3.243 3.653  0.093
N: 4.217 1.433 -2.394  0.145
C: 4.101 1.065 -1.077  -0.261
C: 5.113 1.535 -0.214  0.033
C: 5.081 1.229 1.125  0.001
C: 4.027 0.446 1.592  -0.016
C: 3.070 0.038 0.692  -0.138
N: 3.086 0.333 -0.610  0.033
C: 3.586 1.095 -3.563  -0.270
C: 4.214 1.491 -4.763  0.038
C: 3.628 1.197 -5.974  0.001
C: 2.405 0.527 -5.982  -0.020
C: 1.858 0.178 -4.769  -0.153
N: 2.420 0.447 -3.586  0.024
H: 5.028 2.023 -2.558  0.157
H: 5.920 2.136 -0.606  0.132
H: 5.842 1.591 1.800  0.136
H: 3.943 0.186 2.632  0.123
H: 2.224 -0.549 1.021  0.086
H: 5.173 1.987 -4.725  0.133
H: 4.108 1.472 -6.901  0.135
H: 1.894 0.293 -6.902  0.125
H: 0.917 -0.359 -4.718  0.084
S: 4.180 -4.176 -3.813  0.833
C: 3.441 -3.170 -2.828  -0.919
N: 2.961 -2.402 -2.074  -0.062

Forces on atoms 1 to 2 (eV/Å):
1.3 -0.2 0.9
0.0 0.2 0.0

The value obtained for the energy relative to the best compared isomer or geometry (same formula, charge and spin) is 84.4 kcal per mole. The calculation puts the molar mass at 707.54 g/mol. For the LUMO energy (alpha / beta), the calculation gives -11.91 / -11.90 eV. The calculation puts the total energy at -72615.2526 eV. As for the net charge: +3. The calculation puts the highest occupied orbital energy (alpha / beta) at -0.5916 / -0.5916 Ha.

(6)
Entry from OMol25: a single C6H13NS molecule (ωB97M-V with the def2-TZVPD basis set).

Last column: natural (NBO) charge in e.
CARTESIAN COORDINATES (ANGSTROEM)
C: 1.279 -1.472 0.745  -0.426
N: 0.897 -0.518 -0.340  -0.445
C: 2.083 0.070 -0.881  -0.405
C: -0.099 0.328 0.249  -0.042
C: -0.773 1.495 -0.498  -0.417
C: -2.076 1.152 0.255  -0.399
C: -1.500 -0.273 0.480  -0.348
S: -2.149 -1.559 -0.615  -0.059
H: 1.618 -0.916 1.635  0.172
H: 0.358 -2.028 1.047  0.209
H: 2.013 -2.206 0.373  0.208
H: 1.795 1.002 -1.364  0.204
H: 2.732 0.428 -0.056  0.160
H: 2.581 -0.633 -1.533  0.207
H: 0.271 0.773 1.201  0.170
H: -0.884 1.337 -1.574  0.217
H: -0.383 2.521 -0.370  0.205
H: -2.181 1.706 1.216  0.204
H: -3.007 1.217 -0.281  0.217
H: -1.645 -0.606 1.512  0.210
H: -0.931 -1.817 -1.201  0.159

Forces on atoms 1 to 2 (eV/Å):
-1.2 -0.4 -0.7
-0.3 -1.8 1.2

The value obtained for the energy relative to the best compared isomer or geometry (same formula, charge and spin) is 33.2 kcal per mole. The structure (SMILES) is CN(C)[C@H]1CC[C@H]1S. The calculation puts the molar mass at 131.24 g/mol. For the LUMO energy, the calculation gives 0.96 eV. The calculation puts the total energy at -18756.8367 eV. As for the net charge: 0. The calculation puts the highest occupied orbital energy at -0.3191 Ha.

(7)
Entry from OMol25: 3 unconnected molecules or ions with the total composition C3H13NO3 (ωB97M-V with the def2-TZVPD basis set).

Last column: natural (NBO) charge in e.
CARTESIAN COORDINATES (ANGSTROEM)
C: -1.455 0.266 1.018  -0.621
C: -0.114 0.824 0.588  -0.078
N: 1.033 0.049 1.076  -0.871
C: -0.017 0.820 -0.933  -0.062
O: 1.298 0.977 -1.399  -0.722
H: -2.253 0.797 0.513  0.207
H: -1.605 0.398 2.088  0.214
H: -1.542 -0.796 0.827  0.216
H: 0.078 1.840 0.902  0.179
H: 1.233 -0.752 0.501  0.366
H: 0.930 -0.128 2.065  0.368
H: -0.795 1.482 -1.332  0.164
H: -0.321 -0.207 -1.198  0.155
H: 1.852 1.177 -0.633  0.483
O: -0.528 -2.672 2.911  -0.936
H: 0.010 -2.949 2.159  0.469
H: 0.106 -2.490 3.610  0.468
O: 0.592 0.127 -4.197  -0.953
H: 0.094 0.890 -3.905  0.476
H: 1.404 0.345 -4.660  0.478

Forces on atoms 1 to 2 (eV/Å):
0.0 0.6 0.4
0.8 -0.6 -0.6

The value obtained for the energy relative to the best compared isomer or geometry (same formula, charge and spin) is 21.2 kcal per mole. The structure (SMILES) is C[C@@H](N)CO.O.O. The calculation puts the molar mass at 111.14 g/mol. For the LUMO energy, the calculation gives 0.67 eV. The calculation puts the total energy at -10953.8535 eV. As for the net charge: 0. The calculation puts the highest occupied orbital energy at -0.3472 Ha.

(8)
Entry from OMol25: a single CH4 molecule (ωB97M-V with the def2-TZVPD basis set).

Last column: natural (NBO) charge in e.
CARTESIAN COORDINATES (ANGSTROEM)
C: -0.079 -0.006 -0.118  -0.903
H: -0.887 0.343 0.527  0.215
H: 0.363 0.964 -0.391  0.239
H: -0.247 -1.010 -0.610  0.244
H: 0.849 -0.291 0.593  0.205

Forces on atoms 1 to 2 (eV/Å):
2.8 -0.8 3.1
-0.2 -0.8 0.1

The value obtained for the energy relative to the best compared isomer or geometry (same formula, charge and spin) is 18.6 kcal per mole. The structure (SMILES) is C. The calculation puts the molar mass at 16.04 g/mol. For the LUMO energy, the calculation gives 1.23 eV. The calculation puts the total energy at -1101.0096 eV. As for the net charge: 0. The calculation puts the highest occupied orbital energy at -0.4318 Ha.

(9)
Entry from OMol25: a molecular structure, C11H13CaN3OS (ωB97M-V with the def2-TZVPD basis set).

Last column: natural (NBO) charge in e.
CARTESIAN COORDINATES (ANGSTROEM)
C: 4.369 0.181 0.526  -0.622
C: 3.374 -0.427 -0.537  -0.407
C: 1.887 -0.300 -0.018  -0.229
N: 0.938 -0.898 -1.047  -0.578
C: -0.252 -0.091 -0.993  0.182
C: -0.277 1.159 -1.773  -0.146
S: 1.191 1.598 -2.743  0.120
C: -1.483 2.057 -1.741  -0.076
C: -2.622 1.672 -0.917  -0.217
C: -2.674 0.451 -0.104  0.008
N: -3.872 0.235 0.676  -0.299
C: -3.736 -0.973 1.416  0.274
O: -4.811 -1.332 2.239  -0.601
C: -2.501 -1.965 1.380  -0.289
N: -1.331 -1.701 0.587  -0.365
C: -1.423 -0.464 -0.155  0.010
H: 4.275 1.304 0.546  0.210
H: 4.125 -0.200 1.555  0.204
H: 5.422 -0.110 0.279  0.252
H: 3.431 0.090 -1.526  0.222
H: 3.585 -1.529 -0.621  0.226
H: 1.793 -0.816 0.983  0.186
H: 1.611 0.781 0.157  0.183
H: 0.729 -1.832 -0.672  0.395
H: 2.119 1.843 -1.748  0.162
H: -1.516 3.009 -2.327  0.289
H: -3.500 2.367 -0.906  0.283
H: -4.514 -1.098 3.144  0.484
H: -2.534 -2.889 2.012  0.301
Ca: -1.802 -0.121 2.329  1.840

Forces on atoms 1 to 2 (eV/Å):
-0.3 0.1 -0.3
-0.4 -0.1 1.3

The calculation puts the molar mass at 275.39 g/mol. For the LUMO energy, the calculation gives -9.93 eV. The calculation puts the total energy at -47388.6346 eV. As for the net charge: +2. The calculation puts the highest occupied orbital energy at -0.5686 Ha.

Q: The highest net charge belongs to which entry?
A: C30H38N9S2Sn

Q: net charge of number 7 (C3H13NO3)?
A: 0